# 1
The following is a DFT calculation (ωB97M-V/def2-TZVPD) of a structure of composition C13H35BNO17.

Summary:
Orbital gap ... 6.883 eV

Structure (ORCA input):
```
! RIJCOSX wB97M-V def2-TZVPD def2/J DEFGRID3
* xyz -1 1
O -1.57432 -3.24266 -0.08639
C -1.60986 -2.04024 0.11666
O -2.56024 -1.18589 -0.16632
B -2.20469 0.12057 0.36999
O -0.81038 0.00096 0.74254
C -0.43735 -1.29711 0.71778
O 0.57542 -1.87209 1.21899
O -3.00565 0.43974 1.54830
C -3.78160 1.43925 1.28925
O -4.63757 1.92125 2.02156
C -3.42089 1.93262 -0.17947
O -2.50544 1.17249 -0.62261
O -3.99280 2.83311 -0.79057
C 4.19625 -1.70884 -1.60422
C 2.95949 -0.90784 -1.15854
C 2.33492 -1.35983 0.22702
C 3.32260 -0.87028 1.35222
C 3.28011 0.65196 1.37180
C 3.68581 1.30732 -0.00054
N 3.12231 0.60150 -1.15117
O 3.09347 1.31681 -2.36459
C 2.87845 2.62056 0.07003
C 5.21760 1.65068 -0.26388
C 1.88625 -1.28303 -2.11896
H 5.10406 -1.47398 -1.04851
H 4.51189 -1.48538 -2.62332
H 3.96053 -2.77294 -1.58887
H 1.37762 -0.94607 0.54401
H 2.41631 -2.40169 0.53686
H 4.33641 -1.24934 1.22334
H 2.95014 -1.33826 2.26346
H 3.94685 0.97174 2.17261
H 2.23662 0.93106 1.51791
H 1.80309 2.53492 -0.08607
H 3.00062 3.11499 1.03373
H 3.37079 3.31942 -0.60619
H 5.42124 0.78961 -0.90042
H 5.40418 2.53439 -0.87408
H 5.94090 1.48920 0.53541
H 1.07923 -0.57792 -1.91987
H 1.38112 -2.20933 -1.84524
H 2.10467 -1.52034 -3.16015
H 4.03649 1.30451 -2.54391
O -1.75362 2.20117 2.16443
H -1.56559 1.31343 1.85980
H -1.76062 2.13087 3.11902
O -3.29103 -2.81907 -1.96652
H -2.61231 -2.93805 -1.30213
H -3.37056 -1.86987 -2.06105
O -4.55168 3.98973 1.44615
H -4.63723 3.03700 1.48110
H -3.67029 4.16381 1.77644
O 0.43318 -3.17240 -0.70986
H -0.51382 -3.30976 -0.73353
H 0.58732 -2.70414 0.11063
O -4.21444 1.80278 -2.51245
H -4.08006 2.25905 -1.68179
H -3.58245 2.20184 -3.11043
O -3.43894 -0.55518 -2.09017
H -3.23805 0.16500 -1.49248
H -2.67539 -0.61022 -2.66480
O -3.55005 -0.89992 3.65494
H -3.48585 -0.11466 3.11136
H -4.46558 -1.16914 3.58049
O -3.41729 -2.37951 1.78908
H -4.17229 -1.93089 2.16980
H -3.36794 -2.04769 0.89259
*
```

***

# 2
The following is a DFT calculation (ωB97M-V/def2-TZVPD) of a cluster of 3 separate species, C13H35N4O3 in total.

Summary:
Orbital gap ... 4.073 eV

Structure (ORCA input):
```
! RIJCOSX wB97M-V def2-TZVPD def2/J DEFGRID3
* xyz -1 1
C 4.59219 0.02305 -0.45850
C 4.73011 -1.52412 -0.30350
N 4.21242 -2.32763 -1.39368
N 2.87327 -2.81103 -1.21333
C 1.90416 -1.78974 -1.49733
C 0.72036 -1.91343 -0.56939
C -0.26027 -0.75770 -0.77708
O 0.07815 -3.16996 -0.78061
H 5.51339 0.53363 -0.20625
H 4.28120 0.27246 -1.46421
H 3.79226 0.36832 0.18929
H 5.79943 -1.72712 -0.19071
H 4.23610 -1.83066 0.60676
H 4.32609 -1.82012 -2.27072
H 1.45951 -1.85205 -2.51893
H 2.29161 -0.76228 -1.38247
H 1.07123 -1.85854 0.45893
H -1.24569 -0.96605 -0.37925
H 0.19353 0.09232 -0.27981
H -0.30413 -0.52898 -1.83903
H 0.55883 -3.79058 -0.20880
C -6.03789 -2.78708 1.65170
C -5.55231 -1.70223 2.60719
C -4.20706 -1.07668 2.20856
O -3.07807 -1.87398 2.48402
C -2.77487 -2.85935 1.50516
N -5.52849 -2.24247 3.97058
H -5.49528 -3.72155 1.78746
H -7.09284 -2.99844 1.82981
H -5.92636 -2.47567 0.61148
H -6.29099 -0.89447 2.58475
H -4.07117 -0.16771 2.80284
H -4.21078 -0.77224 1.15330
H -3.01013 -2.51949 0.49428
H -3.30319 -3.79331 1.71533
H -1.70650 -3.05874 1.55247
H -5.31056 -1.49287 4.62120
H -4.72936 -2.86853 4.03455
C 1.29620 5.32561 -1.91037
C 0.77658 3.89412 -2.00502
C 0.87558 3.10546 -0.69170
O 2.17380 2.65259 -0.37578
C 3.01470 3.58715 0.26599
N 1.45492 3.21172 -3.11009
H 2.38508 5.36336 -1.90218
H 0.96170 5.90353 -2.77251
H 0.92905 5.82108 -1.00858
H -0.28769 3.95049 -2.25482
H 0.27403 2.19954 -0.80022
H 0.45252 3.67388 0.14926
H 2.45012 4.24183 0.93837
H 3.56820 4.19303 -0.45693
H 3.73994 3.02222 0.85160
H 1.03416 2.29635 -3.24626
H 2.40320 3.00304 -2.80680
*
```

***

# 3
The following is a DFT calculation (ωB97M-V/def2-TZVPD) of a structure of composition C13H36AlO12S3.

Summary:
ΔE to the lowest compared entry with this formula, charge and spin ... 0.0 kcal/mol
Orbital gap ... 6.768 eV

Structure (ORCA input):
```
! RIJCOSX wB97M-V def2-TZVPD def2/J DEFGRID3
* xyz -1 1
O 1.89789 -3.41423 2.63089
C 2.96173 -3.90520 1.81358
C 4.08278 -4.56322 2.61978
O 5.35978 -4.19152 2.15579
C 5.87200 -3.02226 2.79943
O 6.63584 -2.25441 1.98522
C 5.91490 -1.75212 0.81663
Al 4.84561 -0.02196 1.06874
H 2.20308 -2.55614 2.96599
H 3.37778 -3.09824 1.23672
H 2.53110 -4.62816 1.13678
H 4.00920 -5.64072 2.53647
H 3.93496 -4.31305 3.66444
H 5.02919 -2.44411 3.19322
H 6.49094 -3.32988 3.64006
H 5.26994 -2.51806 0.41828
H 6.66397 -1.59435 0.05811
H 4.46854 0.25442 2.61947
H 5.68219 1.19577 0.38666
H 3.46022 -0.22773 0.22026
O -3.61983 -1.95571 2.35267
S -2.40994 -1.37738 2.86357
O -2.34599 -0.97541 4.23439
O -2.00770 -0.14913 1.94386
C -2.98413 0.88912 1.71123
C -3.13124 1.81120 2.90365
C -1.04213 -2.41247 2.48401
H -3.93958 0.44420 1.42601
H -2.60826 1.44396 0.85450
H -3.57009 1.29521 3.75721
H -3.77565 2.64963 2.63927
H -2.15828 2.19319 3.21081
H -1.10263 -2.69612 1.43894
H -1.11568 -3.29007 3.12007
H -0.12383 -1.87966 2.68932
O -2.55420 3.30370 -0.72178
S -2.59583 4.56876 -1.38580
O -3.71068 5.44278 -1.18205
O -2.38735 4.33752 -2.94115
C -3.23234 3.35848 -3.58332
C -4.64078 3.86740 -3.82183
C -1.10022 5.44155 -1.08569
H -3.22533 2.43932 -3.00097
H -2.73751 3.14639 -4.52718
H -5.17318 4.02244 -2.88473
H -5.19711 3.14122 -4.41473
H -4.62138 4.81908 -4.35351
H -0.26403 4.77220 -1.26845
H -1.12124 5.75295 -0.04416
H -1.06647 6.30791 -1.73981
O -0.24327 1.37858 -2.59572
S -0.50968 0.21390 -3.37494
O -1.76398 0.08413 -4.05652
O -0.25495 -1.08316 -2.50034
C -0.84124 -1.15101 -1.17716
C -2.34315 -1.35590 -1.20206
C 0.79505 -0.04979 -4.52510
H -0.57456 -0.25532 -0.61463
H -0.33359 -1.99238 -0.71151
H -2.84035 -0.47394 -1.60614
H -2.72618 -1.52143 -0.19408
H -2.61669 -2.20565 -1.82851
H 1.74167 0.02245 -3.99762
H 0.71419 0.73084 -5.27775
H 0.66771 -1.02842 -4.97880
*
```

***

# 4
The following is a DFT calculation (ωB97M-V/def2-TZVPD) of a structure of composition C13H36FeO21S3V2.

Summary:
<S²> ... 8.76
ΔE to the lowest compared entry with this formula, charge and spin ... 0.0 kcal/mol
Orbital gap (alpha / beta) ... 8.318 / 7.558 eV

Structure (ORCA input):
```
! RIJCOSX wB97M-V def2-TZVPD def2/J DEFGRID3
* xyz -1 6
Fe -2.11190 -2.10499 0.12464
O 2.62917 -2.13233 3.47241
V 1.28512 -1.33543 3.60351
O 1.67487 0.15864 3.92913
O 3.20080 -1.10845 -2.82159
V 1.88633 -1.99778 -2.67661
O 2.36541 -3.47146 -2.36264
S -2.14149 -2.17444 3.41181
O -0.67368 -1.81797 3.50875
O -2.43331 -2.06953 1.93661
O -2.32801 -3.55036 3.81922
O -2.93018 -1.20846 4.12595
S -1.59320 -2.34870 -3.19135
O -1.97931 -2.19847 -1.74525
O -2.04645 -3.64870 -3.63277
O -2.09567 -1.21869 -3.94689
O -0.09117 -2.24400 -3.18963
S 0.45645 -1.44795 0.30524
O 1.13926 -1.18607 1.55890
O -0.21835 -2.78088 0.28234
O -0.76959 -0.63207 0.15951
O 1.35500 -1.27487 -0.81949
C -0.83671 -6.19960 -1.04094
O -1.40607 -5.05676 -0.38780
H 0.17129 -6.38854 -0.66670
H -1.50374 -7.05212 -0.92198
H -0.77958 -6.01923 -2.12206
H -0.66581 -4.43982 -0.41004
C 0.21657 1.45972 -2.32508
C 0.58881 1.38024 -3.79960
C 1.90622 2.08702 -4.12069
O 0.81936 0.01563 -4.19982
H -0.32309 0.56268 -2.02486
H -0.39845 2.32086 -2.05290
H 1.13639 1.57885 -1.74349
H -0.23048 1.83080 -4.37059
H 2.61809 1.85881 -3.32702
H 1.74364 3.16967 -4.14990
H 2.30387 1.80575 -5.09225
H -0.05943 -0.40542 -4.21143
C -3.27871 1.72153 -0.13322
C -3.57798 0.52803 0.76050
C -4.89486 0.70301 1.46314
O -3.59984 -0.67271 -0.07290
H -2.97674 2.57475 0.48207
H -4.16111 2.07724 -0.67315
H -2.44282 1.53070 -0.80604
H -2.77733 0.46754 1.49488
H -4.92792 1.66050 1.98222
H -5.16786 -0.10524 2.14388
H -5.74347 0.71284 0.76328
H -4.21807 -0.44299 -0.77869
C -1.14587 4.50035 2.24437
C -0.74371 3.07666 2.54856
C 0.10439 2.43258 1.45359
O -0.09794 2.96736 3.81282
H -0.33722 5.23578 2.27875
H -1.93863 4.87534 2.89656
H -1.54409 4.55571 1.22759
H -1.69191 2.52307 2.63509
H -0.34559 2.61745 0.47601
H -0.00465 1.35912 1.61581
H 1.14329 2.74524 1.49538
H -0.11302 2.03113 4.04566
C 4.39663 0.48767 1.90240
C 4.35350 1.31166 0.62898
C 5.35140 0.81116 -0.42436
O 3.05803 1.28732 0.02607
H 4.09208 -0.54954 1.76371
H 3.82243 1.00835 2.66983
H 5.40720 0.45021 2.32404
H 4.56175 2.36038 0.85191
H 6.38175 0.90451 -0.06335
H 5.27624 1.40859 -1.33016
H 5.15559 -0.24651 -0.60514
H 2.74402 0.37565 0.01518
*
```

***

| no. | DFT total energy (eV) |
| --- | --- |
| 1 | -51013.8329 |
| 2 | -26148.0693 |
| 3 | -77735.8927 |
| 4 | -175337.0608 |